No. 1
# C13H20Br12Cl6CuO4

A molecular structure, C13H20Br12Cl6CuO4 (wB97M-V/def2-TZVPD, OMol25).

Calculated values
<S²>: 0.76
Kohn-Sham gap (spin up / spin down) in eV: 3.66 / 3.75
Total energy in Eh: -36097.669921
LUMO (spin up / spin down) in eV: -3.581 / -3.589
HOMO level (spin up / spin down) in eV: -7.24 / -7.34
2S+1: 2

```
56
Properties=species:S:1:pos:R:3:forces:R:3:mulliken_spin:R:1
H 2.880 6.472 15.929 -0.3196 0.2617 -0.1709 0.0000
Br -12.577 0.039 9.437 -0.3894 1.3386 -0.0730 0.0000
Cl -2.693 -0.288 2.393 -0.1145 -0.1400 -0.6233 0.0000
H -11.728 2.378 9.343 -0.3983 0.0411 -0.1515 0.0000
C -4.415 3.159 10.505 -1.1003 -1.5679 1.6330 0.0537
H 2.136 4.949 14.078 0.8399 -0.3208 0.4804 0.0000
H 0.716 5.669 14.373 -0.6706 -0.0965 0.5592 0.0001
H 0.875 3.006 14.832 0.3520 -0.1268 0.2548 0.0000
O 1.957 3.529 16.549 0.3568 -0.5295 0.0154 0.0000
H -4.088 3.917 11.218 0.6720 0.2047 0.5337 -0.0092
Br 4.211 -3.350 7.786 -0.9389 0.9388 -0.7724 0.0000
H -8.750 2.691 15.793 -0.2747 -0.3250 -0.1120 0.0000
Br 2.836 6.296 4.405 -0.9701 0.5650 0.2812 0.0000
H -3.201 3.884 8.827 -0.1611 0.0552 -0.3066 -0.0048
H -2.241 3.214 10.096 0.1075 -0.4592 0.4007 0.0547
Cl -6.209 11.829 13.267 -0.1383 0.4103 0.2373 0.0000
Br -13.331 2.492 7.364 0.2824 -0.3230 1.5348 0.0000
C 2.976 -2.171 6.748 0.2567 0.1279 -0.1756 0.0000
Cl -10.751 1.867 16.800 0.2102 -0.0585 0.0210 0.0000
H -2.318 1.802 3.367 -0.5604 0.3112 -0.9151 0.0000
Br -13.804 2.908 10.670 0.6062 -0.7960 -1.2058 0.0000
O -2.972 1.803 8.813 -0.5310 1.9907 1.2432 0.8802
H -10.076 2.233 14.604 0.3176 0.2087 0.1345 0.0000
H 1.251 6.348 16.656 0.1003 -0.0456 0.1857 0.0000
C -5.314 10.455 12.627 -0.0982 0.1171 0.3010 0.0000
Br -7.051 9.790 6.068 -0.0574 -1.6683 0.5813 0.0000
Cl -3.659 10.370 13.328 -0.6450 -0.0710 -0.4941 0.0000
Br 3.650 -0.316 6.562 -0.2650 -1.1039 0.2486 0.0000
H -1.025 0.844 3.522 0.6571 -0.3925 -0.7649 0.0000
C -3.149 3.043 9.518 -0.6045 -1.5698 -1.0062 -0.0144
Br 2.530 -2.897 4.999 0.3560 0.0286 0.3422 0.0000
O 3.415 4.668 17.836 -1.8096 0.0879 -2.3183 0.0000
H 0.583 5.729 5.275 0.3392 0.1983 0.4078 0.0000
Cu -4.476 -1.657 9.831 -0.0301 0.9326 0.2220 0.0040
C -1.739 1.119 2.746 0.7407 1.0963 1.6263 0.0001
H -5.306 3.672 10.142 0.1422 0.0663 -1.5967 0.0031
H 1.997 -2.119 7.224 0.5863 0.0190 0.3535 0.0000
Cl -0.909 2.034 1.422 -0.7180 -0.8741 0.6950 0.0000
C -12.751 2.022 9.223 -0.0884 -0.2562 -0.0987 0.0000
H -5.306 10.617 11.549 0.4305 -0.4124 0.2226 0.0000
C 1.464 5.099 14.923 -0.1129 1.0205 -2.0565 -0.0001
C 2.025 5.818 16.102 1.5395 0.0389 0.4854 0.0000
Br -8.680 7.220 5.026 0.7391 0.2413 1.1619 0.0000
Br 1.544 7.015 7.280 -0.4258 -0.0949 -1.3269 0.0001
C 1.008 3.826 15.538 -1.2756 -0.2600 -0.3379 0.0000
Br -0.155 7.939 4.546 1.2808 -0.5550 0.5224 0.0000
C 2.588 4.658 16.923 1.1448 0.2501 2.6248 0.0000
H -6.907 7.222 6.889 0.0201 0.5237 -0.1526 0.0000
Cl -10.263 4.419 15.487 -0.0437 0.0914 -0.1580 0.0000
Br -8.932 8.179 8.153 0.9463 -0.3620 -0.9907 0.0000
H 0.040 4.020 15.999 -0.1527 -0.2796 0.2753 0.0000
C -9.812 2.709 15.549 -0.2036 0.0858 0.0995 0.0000
C 1.150 6.656 5.361 -0.2300 -0.1213 0.1158 0.0000
O -4.903 2.050 11.213 1.4980 0.3508 -1.1316 0.0327
H -5.888 9.583 12.939 0.4477 -0.0503 -0.2730 0.0000
C -7.679 7.939 6.608 -1.6420 1.2578 -0.5879 0.0000
```
Forces are in eV/Å.



No. 2
# C13H20BrF3N2O5P2PtS

A molecular structure, C13H20BrF3N2O5P2PtS (wB97M-V/def2-TZVPD, OMol25).

Calculated values
<S²>: 6.02
Kohn-Sham gap (spin up / spin down) in eV: 9.03 / 5.85
Total energy in Eh: -5066.254061
LUMO (spin up / spin down) in eV: -5.448 / -10.132
Energy above the lowest of the compared OMol25 structures with the same formula, charge and spin in kcal per mole: 13.5
Charge: +2
HOMO level (spin up / spin down) in eV: -14.48 / -15.98
2S+1: 5

```
48
Properties=species:S:1:pos:R:3:forces:R:3:mulliken_spin:R:1
H 3.490 -2.067 -0.290 -0.0040 0.0006 -0.0023 -0.0008
H 4.451 -1.276 0.977 -0.0028 0.0052 0.0035 0.0112
H -0.778 3.203 -3.423 0.0042 0.0037 0.0089 0.0017
H -0.672 2.262 2.378 0.0091 -0.0015 -0.0032 -0.0002
H 2.164 -0.726 3.269 -0.0226 -0.0138 0.0096 -0.0013
H -1.646 1.243 -6.202 -0.0030 0.0085 -0.0116 0.0001
F -3.827 0.466 -1.860 -0.0180 0.0008 0.0129 0.0009
H -1.082 -0.779 -5.048 -0.0005 -0.0014 -0.0005 0.0009
C 3.454 0.967 -0.860 -0.0279 -0.0119 -0.0194 0.0165
O -2.488 -1.795 -0.534 0.0875 0.0067 0.0155 0.0126
C -0.842 -0.091 -4.249 0.0097 0.0185 0.0192 0.0106
C -0.643 -1.423 3.569 -0.0114 -0.0044 -0.0083 0.0075
H -0.051 -2.322 3.402 0.0092 0.0031 0.0012 0.0003
H -1.685 -1.607 3.306 0.0021 0.0003 -0.0106 -0.0056
H 3.040 1.965 -0.982 0.0023 0.0009 0.0047 -0.0020
C -0.670 2.133 -3.328 0.0018 -0.0519 -0.0210 0.0023
H 3.424 0.443 -1.816 0.0053 -0.0004 0.0005 0.0023
P 2.529 0.030 0.367 0.0566 0.0051 0.1103 0.3637
C -0.425 -3.554 -0.022 -0.0128 -0.0076 0.0304 0.0454
H 2.939 -2.128 1.387 0.0023 0.0023 0.0034 -0.0044
F -5.283 -0.603 -0.658 -0.0088 -0.0200 -0.0055 0.0040
P -0.029 -0.058 2.572 -0.0003 -0.0021 0.0001 0.4817
C -4.239 0.195 -0.622 0.0213 0.0233 -0.0225 0.0155
C 1.718 0.241 3.024 -0.0599 0.0068 0.0311 0.0223
N -0.073 0.230 -2.014 -0.1197 0.1162 0.0147 0.1784
C -0.229 1.548 -2.173 0.0146 0.0436 -0.0431 0.0095
H -0.279 -1.636 -2.883 -0.0080 0.0019 -0.0067 0.0012
H 3.565 1.078 2.257 -0.0052 0.0057 0.0075 0.0088
O -1.429 1.876 -5.503 0.0033 -0.0216 0.0065 -0.0014
O -1.025 -4.522 -0.116 -0.0052 -0.0061 -0.0188 0.2104
Pt 0.157 -0.654 -0.002 -0.0462 -0.0397 -0.1165 1.8319
H -0.584 -1.135 4.622 0.0143 -0.0180 0.0022 0.0215
O -3.248 -0.862 1.627 -0.0885 -0.0468 0.0246 0.0100
C 3.437 -1.508 0.644 0.0087 0.0110 -0.0060 0.0176
H 4.493 1.039 -0.529 0.0026 0.0083 -0.0044 0.0163
C -0.994 1.291 -4.401 -0.0042 0.0325 0.0031 -0.0052
S -2.862 -0.654 0.267 0.0297 0.0865 -0.0081 -0.0056
C 2.527 0.954 1.937 0.0254 0.0067 -0.0531 0.0432
Br 0.204 2.639 -0.693 0.0042 -0.0175 0.0042 0.0463
H -0.897 1.603 4.023 -0.0126 0.0337 -0.0103 0.0198
H 2.134 1.953 1.736 -0.0086 0.0023 -0.0163 0.0034
C -1.005 1.400 2.954 0.0332 0.0367 0.0142 0.0269
F -4.538 1.322 0.001 0.0098 0.0007 0.0115 0.0000
O -1.781 0.415 0.167 0.0221 0.0064 -0.0159 0.1523
C -0.391 -0.572 -3.047 -0.0078 -0.0515 0.0067 -0.0228
H 1.721 0.834 3.942 0.0233 -0.0143 0.0106 0.0146
N 0.296 -2.553 0.106 0.0620 -0.1117 0.0439 0.4412
H -2.049 1.198 2.721 0.0132 -0.0359 0.0032 -0.0035
```
Forces are in eV/Å.



No. 3
# C13H20BrFO3Ru

A molecular structure, C13H20BrFO3Ru (wB97M-V/def2-TZVPD, OMol25).

Calculated values
<S²>: 6.04
Kohn-Sham gap (spin up / spin down) in eV: 7.94 / 6.96
Total energy in Eh: -3501.158683
LUMO (spin up / spin down) in eV: -8.454 / -9.458
Charge: +2
HOMO level (spin up / spin down) in eV: -16.39 / -16.42
2S+1: 5

```
39
Properties=species:S:1:pos:R:3:forces:R:3:mulliken_spin:R:1
H -2.539 0.975 2.521 0.0375 0.0404 0.0239 -0.0035
C -2.079 -2.106 -2.027 -0.0564 0.0163 -0.0931 -0.0027
H 1.877 2.434 1.476 0.0093 0.0375 0.0693 0.0018
C -1.560 -2.316 -0.781 0.0688 -0.0654 0.1596 0.0258
C 1.641 2.381 0.413 -0.1593 0.0367 0.1055 -0.0037
C -2.925 0.426 1.665 -0.0772 -0.0077 -0.0869 0.0002
H 4.321 -0.038 0.919 0.0366 -0.0049 -0.0620 0.0029
C 0.197 -1.766 -2.909 -0.0803 0.0194 -0.1349 0.0485
O 2.372 0.102 0.211 -0.0790 -0.0442 0.1930 0.0951
C -1.192 -1.839 -3.070 -0.0200 0.0257 -0.1096 0.0256
H -1.842 1.809 -1.076 -0.0415 -0.0251 -0.0699 -0.0013
H -2.919 2.419 0.192 -0.0350 -0.0190 0.0343 0.0053
H -2.218 -2.553 0.047 0.0095 -0.0168 0.0191 0.0070
H -3.910 0.798 1.391 -0.0392 -0.0128 -0.0376 0.0034
H -3.141 -2.157 -2.227 0.0247 0.0046 -0.0166 0.0005
H -0.716 3.619 0.170 0.0528 0.0203 -0.0308 0.0046
C 0.714 -1.979 -1.662 -0.0012 0.0036 0.1375 -0.0489
H 0.824 -1.571 -3.769 -0.0279 -0.0022 0.0036 0.0017
O 0.327 1.816 0.244 0.0223 0.0134 -0.1071 0.0570
Br 0.180 -0.189 3.066 0.0171 -0.0961 -0.0249 0.3963
C -0.148 -2.270 -0.555 0.0096 -0.0339 0.0380 0.1139
C -0.816 2.623 0.600 0.1693 0.0446 0.0683 0.0089
F -1.685 -1.639 -4.265 0.0352 -0.0085 0.0375 0.0065
H -2.993 -0.630 1.909 0.0364 -0.0324 0.0122 0.0010
H 2.215 1.378 -1.371 0.0312 -0.0225 -0.0835 -0.0003
Ru 0.122 -0.380 0.698 -0.1665 0.2043 0.1360 3.3731
H 1.786 -1.961 -1.506 0.0139 -0.0161 0.0208 -0.0003
H 1.681 3.381 -0.019 -0.0456 0.0303 -0.0498 0.0011
H 3.120 0.444 2.149 -0.0247 0.0357 0.0050 -0.0038
C 2.530 1.433 -0.332 0.1367 -0.1143 -0.0727 -0.0127
H 3.173 -1.230 1.558 -0.0221 -0.0258 0.0217 0.0008
C 3.308 -0.188 1.284 0.0546 -0.0079 -0.0634 -0.0035
C 0.400 -2.484 0.755 0.1083 0.1310 -0.1657 -0.1966
H 1.453 -2.720 0.857 0.0388 -0.0138 -0.0415 0.0174
H -0.229 -2.906 1.530 -0.0595 0.0076 0.0438 0.0167
H -0.878 2.697 1.687 0.0045 0.0223 0.0711 -0.0014
C -1.982 1.898 0.000 -0.1482 -0.0801 -0.0403 -0.0104
O -2.043 0.553 0.521 0.1260 0.0001 0.0493 0.0709
H 3.575 1.735 -0.291 0.0403 -0.0445 0.0405 0.0030
```
Forces are in eV/Å.